60
Properties=species:S:1:pos:R:3:lowdin_charge:R:1 method="wB97M-V/def2-TZVPD" homo_ev=-7.871 lumo_ev=-1.60 e_tot_ev=-205869.3937 gap_ev=6.267 molar_mass_g_mol=856.4
Au -0.20189 0.57557 -0.45251 1.161
C 0.75921 0.29502 5.58963 -0.046
C 0.01572 0.86995 4.41647 -0.263
C -1.27698 0.45523 4.11149 -0.033
C -1.96622 0.98850 3.03379 -0.045
C -1.35224 1.95456 2.25154 -0.310
C -0.07265 2.40404 2.55227 -0.086
C 0.60595 1.85249 3.62374 -0.027
S -2.21982 2.60953 0.85611 0.573
O -3.63001 2.57200 1.13348 -0.290
O -1.60426 3.86786 0.54211 -0.334
N -1.94708 1.55678 -0.37068 -0.345
C -3.05646 0.79840 -0.93809 -0.175
C -2.74411 -0.68249 -0.81209 -0.616
O -3.57473 -1.53744 -0.61972 0.085
O -1.46218 -0.94342 -1.01087 -0.174
H 0.20471 -0.52213 6.04887 0.075
H 0.92719 1.05930 6.35071 0.085
H 1.73562 -0.08366 5.28408 0.084
H -1.75127 -0.30065 4.72537 0.114
H -2.97427 0.66861 2.80050 0.121
H 0.37399 3.19007 1.95727 0.085
H 1.60848 2.19403 3.85278 0.120
H -3.13665 1.01301 -2.01064 0.119
H -3.99524 1.04319 -0.45320 0.113
C -1.49582 -3.26996 1.96085 -0.014
C -0.29177 -3.51573 1.10726 -0.305
C 0.14928 -4.83887 0.86463 -0.007
C 1.25898 -5.05418 0.10987 -0.031
C 1.94774 -3.95225 -0.44112 -0.187
C 3.12462 -4.05925 -1.22452 -0.627
Br 3.90556 -5.75428 -1.55918 0.770
C 3.73634 -2.95244 -1.71977 -0.188
C 3.18136 -1.68356 -1.47697 -0.565
Br 4.14526 -0.19206 -2.15024 0.852
C 2.04509 -1.48521 -0.72455 -0.375
O 1.62867 -0.26827 -0.45433 -0.324
C 1.41528 -2.66828 -0.17988 -0.137
N 0.32880 -2.47496 0.60251 0.160
H -1.92371 -4.20307 2.32434 0.075
H -2.25071 -2.72516 1.39371 0.070
H -1.22365 -2.65060 2.81369 0.074
H -0.39712 -5.66750 1.29531 0.111
H 1.62705 -6.05550 -0.06707 0.076
H 4.64841 -3.03458 -2.29280 0.091
C -1.17079 3.81322 -2.72787 -0.022
N -0.10515 2.93958 -3.18300 -0.130
C 0.12041 2.70279 -4.61104 -0.084
C 1.41592 1.86625 -4.63360 -0.097
N 1.80768 1.88181 -3.22717 0.034
C 0.89142 2.45426 -2.45823 -0.693
S 1.06632 2.55048 -0.73427 0.757
H -2.13062 3.42402 -3.06857 0.099
H -1.02546 4.81383 -3.14108 0.101
H -1.16164 3.86169 -1.64394 0.035
H 0.23069 3.65790 -5.12759 0.127
H -0.73036 2.17476 -5.04059 0.128
H 2.18953 2.30612 -5.25938 0.121
H 1.23535 0.84433 -4.96612 0.126
H 2.54222 1.31635 -2.82164 -0.015